Entry i
Below is an isolated ion of composition C3HO3 and charge -1, with properties calculated with wB97M-V/def2-TZVPD.

```
7
Properties=species:S:1:pos:R:3:nbo_charge:R:1
C -0.122 -1.414 0.240 0.593
C 0.413 -0.302 0.492 -0.666
C -0.150 1.094 -0.378 0.860
O -0.701 1.929 0.251 -0.680
O -0.933 -2.519 0.147 -0.677
O 0.162 1.000 -1.534 -0.700
H 1.330 0.212 0.782 0.271
```

As for the HOMO energy: -4.43 eV. As for the SMILES: O=C=CC(=O)[O-]. The LUMO energy comes out at 4.221 eV. The total charge is -1.

Entry ii
Below is an isolated ion of composition C3HO3 and charge -1, with properties calculated with wB97M-V/def2-TZVPD.

```
7
Properties=species:S:1:pos:R:3:nbo_charge:R:1
C -0.899 -0.079 0.340 -0.719
C -0.430 -1.090 -0.289 0.628
C 0.621 0.790 -0.062 0.857
O 0.850 1.538 0.898 -0.745
O 1.061 0.613 -1.173 -0.709
O -0.010 -1.848 -1.059 -0.550
H -1.195 0.077 1.345 0.238
```

As for the HOMO energy: -4.12 eV. As for the SMILES: O=C=CC(=O)[O-]. The LUMO energy comes out at 4.265 eV. The total charge is -1.

Compare the structures above. Which one is the least stable? entry i is.